Computed, not measured: a structure of composition C24H27N3O4S, with wB97M-V/def2-TZVPD.

Summary:
Spin multiplicity = 1
LUMO energy = 0.44 eV
Energy relative to the best compared isomer or geometry (same formula, charge and spin) = 2188.4 kJ/mol
Gap between HOMO and LUMO = 7.56 eV
Calculated total energy = -1793.40032 a.u.

Last column: natural (NBO) charge in e.
Atoms and positions in Å:
C 4.76055 3.32730 -2.22636  -0.221
H 4.68279 2.90796 -3.18978  0.196
O 3.26749 3.61497 -1.90337  -0.478
C 2.36381 2.82632 -1.87361  0.324
C 1.05620 3.55491 -1.60070  -0.201
C 0.11038 2.62986 -1.54517  -0.160
C 0.34301 1.24494 -1.70139  -0.160
C 1.30665 0.68648 -2.13179  -0.225
C 2.49037 1.45837 -2.20441  0.206
O 3.74751 0.90786 -2.29024  -0.590
C 3.88504 -0.64976 -2.74737  -0.245
H 3.30887 -0.76381 -3.68689  0.211
H 4.87100 -0.49920 -2.66351  0.203
H 3.49077 -1.20294 -1.79147  0.209
H 1.36634 -0.35400 -2.23119  0.237
C -0.85815 0.31488 -1.66206  0.525
N -2.15684 0.69448 -1.12701  -0.325
N -2.80609 -0.53178 -1.19852  -0.309
C -2.22842 -1.56430 -1.67069  0.229
S -2.30557 -3.26159 -1.71447  0.415
C -0.72268 -3.75410 -1.66961  -0.771
H -0.08658 -3.94989 -2.67047  0.251
H -0.76905 -4.95858 -1.28274  0.258
C 0.42504 -3.11510 -0.71789  0.776
O 1.09560 -2.61544 -1.42189  -0.538
N -0.13169 -2.82911 0.59687  -0.527
C -1.16657 -3.16793 1.40989  -0.163
H -1.82736 -4.15648 0.61573  0.182
C -1.97953 -2.18321 1.77179  -0.458
C -1.32156 -1.11673 2.60320  -0.291
C -0.19010 -0.72910 1.65583  -0.391
C 0.66137 -1.77094 1.28284  -0.220
H 1.57465 -1.61000 0.75245  0.228
H 1.11090 -2.26313 2.29122  0.157
H 0.51038 0.09159 2.34568  0.219
H -0.47593 -0.32885 0.75976  0.223
H -1.17230 -1.43789 3.42449  0.203
C -2.09591 -0.05280 2.89111  -0.378
C -1.57635 1.15770 3.50251  0.015
C -0.96895 2.19303 2.75044  -0.223
C -0.33759 3.25161 3.71903  -0.153
C 0.01161 3.07109 4.88726  -0.279
C -0.64628 2.15417 5.56799  -0.167
C -1.33070 1.22150 4.96780  -0.257
H -1.79747 0.27598 5.30346  0.205
H -0.70556 2.02427 6.80450  0.207
H 0.27924 4.01530 5.59368  0.211
H -0.06369 4.20605 3.20490  0.206
H -1.34053 2.35402 1.71152  0.238
H -3.04441 -0.28296 3.25283  0.231
H -2.71079 0.45048 1.79385  0.183
H -2.96524 -2.62625 2.35340  0.229
H -2.81347 -1.79637 0.93823  0.267
H -0.74665 -3.83840 2.31457  0.188
O -0.85461 -1.04216 -1.80298  -0.506
H -0.83662 2.79878 -1.30777  0.216
H 1.07594 4.50475 -1.51579  0.206
H 5.26613 2.69259 -1.61472  0.196
H 5.25598 4.23324 -2.31179  0.187

=====

Computed, not measured: a structure of composition C24H27N3SbSn, with wB97M-V/def2-TZVPD.

Summary:
Spin multiplicity = 1
LUMO energy = -11.43 eV
Net charge = +3
Energy relative to the best compared isomer or geometry (same formula, charge and spin) = 39.3 kJ/mol
Gap between HOMO and LUMO = 6.91 eV
Calculated total energy = -1548.44909 a.u.

Last column: natural (NBO) charge in e.
Atoms and positions in Å:
Sn -0.01161 -0.19925 -0.00534  2.176
C 2.94963 -1.35844 0.32882  -0.654
C 2.80421 -0.78558 -1.05863  0.276
C 3.78529 -0.95296 -2.02529  -0.206
C 3.64813 -0.36908 -3.27339  -0.056
C 2.52271 0.41406 -3.54445  -0.240
C 1.56385 0.52962 -2.56637  -0.106
N 1.69442 -0.06993 -1.35868  -0.649
Sb -0.07291 1.82935 -2.89893  1.211
C -0.03800 2.63463 -0.87733  -0.064
C -0.03803 3.99996 -0.67470  -0.223
C -0.01512 4.43559 0.65224  -0.036
C 0.00573 3.52015 1.69826  -0.205
C 0.00424 2.15913 1.45052  0.254
C 0.02644 1.12427 2.54138  -0.697
N -0.01727 1.75735 0.14791  -0.700
C -1.67800 0.50759 -2.50820  -0.119
C -2.66574 0.37542 -3.45479  -0.228
C -3.77343 -0.41943 -3.14418  -0.059
C -3.86382 -1.00009 -1.89107  -0.208
C -2.85581 -0.81531 -0.95538  0.287
C -2.94919 -1.38534 0.43850  -0.661
N -1.76347 -0.08912 -1.29431  -0.651
H 3.99708 -1.50794 0.57544  0.286
H 2.45387 -2.32668 0.40472  0.270
H 2.52540 -0.68760 1.08486  0.201
H 4.66275 -1.54010 -1.78254  0.267
H 4.42197 -0.49073 -4.02313  0.272
H 2.41258 0.92588 -4.49321  0.267
H -0.05576 4.69265 -1.50436  0.279
H -0.01429 5.49813 0.86401  0.277
H 0.02401 3.85946 2.72588  0.273
H 0.04438 1.58448 3.52748  0.324
H 0.92077 0.49064 2.46123  0.250
H -0.86824 0.48781 2.49536  0.251
H -2.59301 0.88417 -4.40880  0.266
H -4.56699 -0.55435 -3.87044  0.272
H -4.72739 -1.59445 -1.61684  0.268
H -3.98722 -1.54559 0.72056  0.286
H -2.50784 -0.70566 1.17887  0.202
H -2.44042 -2.34821 0.50086  0.272
C 1.09632 -5.64450 -0.74369  -0.586
C 0.00410 -4.99106 0.13493  -0.185
C -1.40279 -5.56544 -0.12919  -0.590
C 0.38363 -5.11818 1.67763  -0.571
C 0.00306 -3.57987 -0.03410  0.277
C -0.00993 -2.31899 -0.22470  -0.667
H 1.11497 -6.71318 -0.53330  0.251
H 2.08812 -5.23787 -0.53579  0.218
H 0.86769 -5.51790 -1.80240  0.229
H -1.38134 -6.63957 0.05160  0.253
H -1.69434 -5.41253 -1.16914  0.227
H -2.15461 -5.12519 0.52935  0.217
H 0.37237 -6.18939 1.89147  0.256
H -0.34520 -4.62893 2.32309  0.221
H 1.38116 -4.73169 1.88366  0.220

=====

Computed, not measured: the molecule C24H27N5O2, with wB97M-V/def2-TZVPD.

Summary:
Structure (SMILES) = CN(Cc1ccccc1)Cc1nc2c(c(=O)n(C)c(=O)n2C)n1CCc1ccccc1
Spin multiplicity = 1
LUMO energy = 0.66 eV
Energy relative to the best compared isomer or geometry (same formula, charge and spin) = 7.3 kJ/mol
Gap between HOMO and LUMO = 8.77 eV
Calculated total energy = -1355.09099 a.u.

Last column: natural (NBO) charge in e.
Atoms and positions in Å:
C 2.88849 -0.57641 -3.19780  -0.402
N 1.86354 -0.02934 -2.33590  -0.423
C 0.61573 0.20875 -3.04647  -0.248
C -0.24748 1.23833 -2.36269  -0.053
C -1.61502 1.05198 -2.21675  -0.163
C -2.39492 2.00766 -1.58684  -0.237
C -1.81438 3.16716 -1.10467  -0.219
C -0.45316 3.37034 -1.26594  -0.220
C 0.32418 2.41499 -1.89324  -0.193
C 1.69674 -0.86382 -1.15281  -0.300
C 0.78047 -0.22505 -0.17200  0.522
N 1.11580 0.86694 0.49340  -0.525
C 0.00771 1.22629 1.16972  0.372
C -1.01736 0.32272 0.94133  -0.098
C -2.33526 0.50554 1.45824  0.661
O -3.29857 -0.22299 1.29261  -0.636
N -2.41966 1.68136 2.20891  -0.454
C -3.71535 2.02645 2.76979  -0.416
C -1.41210 2.60362 2.45943  0.798
O -1.62665 3.60559 3.10711  -0.635
N -0.16512 2.32787 1.94453  -0.416
C 0.92210 3.25848 2.15249  -0.410
N -0.49552 -0.60766 0.06887  -0.349
C -1.20196 -1.79224 -0.33700  -0.212
C -1.04686 -2.90739 0.71418  -0.447
C 0.40247 -3.24930 0.90092  0.068
C 1.00938 -4.21312 0.10471  -0.252
C 2.36292 -4.47352 0.22113  -0.206
C 3.12912 -3.76603 1.13211  -0.224
C 2.53317 -2.80769 1.93348  -0.193
C 1.17819 -2.55217 1.81881  -0.249
H 3.81686 -0.65996 -2.63496  0.203
H 3.05248 0.10098 -4.03412  0.203
H 2.63034 -1.57162 -3.59465  0.162
H 0.87576 0.59583 -4.03744  0.216
H 0.04315 -0.72465 -3.19952  0.167
H -2.07791 0.14983 -2.59320  0.199
H -3.45524 1.83971 -1.46778  0.218
H -2.41846 3.91038 -0.60516  0.216
H 0.00186 4.27857 -0.89874  0.214
H 1.38806 2.55458 -2.00383  0.228
H 1.33834 -1.87568 -1.41129  0.184
H 2.67734 -0.96145 -0.68021  0.238
H -4.06706 2.96503 2.34203  0.210
H -3.62938 2.14730 3.84905  0.215
H -4.40247 1.21886 2.52858  0.242
H 1.47249 3.00196 3.05951  0.203
H 1.58645 3.19550 1.29412  0.229
H 0.50667 4.25892 2.26110  0.236
H -0.82134 -2.12886 -1.30323  0.206
H -2.25882 -1.53120 -0.42713  0.252
H -1.60854 -3.77793 0.37328  0.221
H -1.48411 -2.55826 1.65073  0.227
H 0.41405 -4.76600 -0.60910  0.210
H 2.82121 -5.22843 -0.40101  0.214
H 4.18658 -3.96598 1.22060  0.215
H 3.12418 -2.25594 2.64913  0.216
H 0.71685 -1.80882 2.45358  0.217